Record 1
{"formula": "C8H19NO", "method": "ωB97M-V with the def2-TZVPD basis set", "energy_ev": -12141.1445, "homo_lumo_gap_ha": 0.36238, "e_homo_ev": -9.0, "relative_energy_kj_mol": 141.5, "smiles": "CCN(C)C(C)=O.CCC", "elements": ["C", "C", "C", "C", "C", "O", "N", "H", "H", "H", "H", "H", "H", "H", "H", "H", "H", "H", "C", "C", "C", "H", "H", "H", "H", "H", "H", "H", "H"], "positions_angstrom": [[-0.830518, -1.769455, -0.103801], [-1.920783, -2.734702, -0.476850], [-2.422546, 0.178811, 0.228789], [0.268828, -0.079122, -2.346422], [-0.459325, 0.485710, -1.134528], [-0.547164, 1.695715, -0.989305], [-1.212746, -0.367626, -0.381397], [-0.809552, -1.732988, 0.987085], [0.141649, -2.021498, -0.497467], [-1.783366, -3.800112, -0.285168], [-2.108919, -2.761003, -1.570482], [-2.904389, -0.615376, 0.784543], [1.177965, 0.449931, -2.619602], [-2.946409, -2.480503, -0.191824], [-2.096948, 0.944531, 0.928419], [-3.070512, 0.609117, -0.517685], [0.590553, -1.095186, -2.121778], [-0.508201, -0.117214, -3.101678], [2.432611, 1.070026, 2.177764], [3.093759, 0.049637, 1.193556], [1.260109, 1.774673, 1.526108], [2.117328, 0.472191, 3.033739], [3.240495, 1.769415, 2.378475], [3.629676, 0.610201, 0.437755], [2.331430, -0.655604, 0.857622], [1.139604, 2.830063, 1.792770], [1.390802, 1.867825, 0.443055], [3.784466, -0.550325, 1.793593], [0.265011, 1.351157, 1.638935]], "atomic_forces_ev_per_a": [[-1.570, 1.035, 1.354], [-1.279, -0.898, -2.417], [1.351, -0.128, 0.746], [0.345, -0.920, 1.307], [-0.187, 0.750, -0.587], [-0.211, -0.082, -0.097], [0.392, -0.635, -1.194], [0.664, -0.601, 0.225], [0.091, 0.046, -0.043], [0.421, 0.203, 0.652], [0.637, 0.266, 0.108], [-0.250, -0.008, -0.001], [-0.407, 0.465, -0.111], [0.407, 0.190, 0.828], [-0.383, 0.273, 0.112], [-0.260, 0.100, -0.191], [-0.097, -0.144, -0.376], [0.233, 0.093, -0.459], [0.203, -1.010, -1.190], [-0.531, 0.149, 1.654], [-0.234, 1.157, -0.810], [0.174, 0.522, 0.382], [-0.210, 0.155, 0.705], [-0.101, -0.344, -0.503], [0.104, 0.184, -0.615], [0.144, -0.124, 0.508], [0.162, -0.284, 0.066], [0.276, 0.066, -0.314], [0.117, -0.478, 0.259]]}

=====

Record 2
{"formula": "C8H19NO", "method": "ωB97M-V with the def2-TZVPD basis set", "energy_ev": -12140.8989, "homo_lumo_gap_ha": 0.36531, "e_homo_ev": -9.1, "relative_energy_kj_mol": 165.2, "smiles": "CC(=O)C(C)(C)N.CCC", "elements": ["C", "C", "C", "C", "C", "N", "O", "H", "H", "H", "H", "H", "H", "H", "H", "H", "H", "H", "C", "C", "C", "H", "H", "H", "H", "H", "H", "H", "H"], "positions_angstrom": [[1.512201, -0.590858, 0.148115], [2.331838, -1.597572, 0.956333], [1.849252, 0.827544, 0.596201], [-0.756736, -0.813645, 1.643272], [-0.109342, -1.100704, 0.309953], [1.813123, -0.714527, -1.283207], [-0.427750, -2.099798, -0.339286], [2.815023, -0.763020, -1.450319], [1.404631, -1.589033, -1.622471], [2.196020, -1.454923, 2.033076], [3.403613, -1.487845, 0.751350], [2.051156, -2.628293, 0.718004], [2.906340, 1.058667, 0.412565], [1.277539, 1.576572, 0.042619], [1.658845, 0.973629, 1.662980], [-0.322386, 0.052827, 2.138249], [-1.818845, -0.616722, 1.470822], [-0.661260, -1.690154, 2.288180], [-1.353840, 1.057742, -1.059050], [-2.453247, 0.294473, -1.764550], [-1.878303, 2.058502, -0.047374], [-0.729303, 1.567041, -1.800534], [-0.435489, 0.406879, -0.594638], [-3.140605, -0.167277, -1.049007], [-1.064172, 2.504281, 0.530842], [-3.042211, 0.962115, -2.401040], [-2.026785, -0.499039, -2.383783], [-2.591397, 1.598545, 0.642778], [-2.407909, 2.874590, -0.550082]], "atomic_forces_ev_per_a": [[-1.015, -0.442, -0.793], [-0.208, -0.321, 0.531], [-0.410, 0.212, 0.084], [-0.535, 0.648, -0.370], [2.954, -2.653, 0.420], [-0.484, -0.208, -0.061], [0.149, 2.112, 0.495], [-0.144, 0.044, 0.150], [0.104, 0.267, 0.088], [-0.006, -0.034, -0.008], [-0.185, 0.149, -0.064], [-0.001, 0.150, -0.065], [-0.130, -0.258, 0.034], [-0.027, -0.119, -0.002], [0.069, -0.028, -0.057], [-0.006, -0.004, -0.012], [0.056, -0.114, 0.170], [0.037, 0.021, -0.203], [2.302, -0.450, 0.458], [0.285, -0.535, 0.159], [0.083, 0.139, 0.101], [-0.255, 0.229, -0.119], [-2.680, 1.284, -1.021], [0.061, -0.023, -0.039], [-0.113, -0.008, 0.020], [0.117, -0.013, 0.072], [-0.152, 0.054, -0.006], [0.108, -0.011, 0.027], [0.026, -0.089, 0.012]]}

=====

Record 3
{"formula": "C8H19NO", "method": "ωB97M-V with the def2-TZVPD basis set", "energy_ev": -12135.7159, "homo_lumo_gap_ha": 0.38235, "e_homo_ev": -9.9, "relative_energy_kj_mol": 665.3, "elements": ["C", "C", "C", "C", "C", "C", "C", "C", "H", "H", "H", "H", "H", "H", "H", "H", "H", "H", "H", "H", "H", "H", "H", "H", "H", "H", "H", "N", "O"], "positions_angstrom": [[-1.644256, -2.117712, -0.879693], [-1.869378, -1.016573, 0.172951], [-3.438221, 0.728627, 0.673206], [3.100747, -1.768305, 0.030657], [2.366099, -0.616948, 0.679664], [1.947360, 0.637358, -0.247956], [1.260838, 1.677954, 0.440086], [0.312106, 2.509985, -0.647733], [-1.824272, -1.805543, -1.914552], [-2.260545, -2.954811, -0.547884], [-0.597425, -2.491710, -0.679993], [-2.823918, -0.454832, -1.420169], [-3.822583, -0.024679, 1.743338], [-3.002485, 1.903400, 1.236607], [-4.504866, 0.654954, -0.106939], [2.583989, -2.592475, -0.516917], [3.894487, -1.116760, -0.591824], [3.649518, -2.199618, 0.920302], [2.846157, -0.198095, 1.519799], [1.376984, -0.907763, 1.164982], [2.793713, 0.934121, -0.808730], [1.118770, 0.236477, -0.916178], [1.705993, 2.268893, 1.137590], [0.538731, 1.379724, 1.156133], [-0.356578, 1.865007, -1.102250], [-0.513118, 3.070051, -0.027133], [0.949936, 3.266813, -1.357318], [-2.460929, 0.043456, -0.386177], [-1.326857, -0.910991, 1.276133]], "atomic_forces_ev_per_a": [[1.556, -1.005, 2.216], [3.582, 0.258, 0.333], [-2.643, -0.175, -0.038], [2.708, 1.600, 0.453], [-4.143, 1.091, -0.672], [-0.559, -4.870, -0.167], [-4.236, 2.393, -1.988], [2.020, 3.325, 2.993], [0.168, -0.289, 0.324], [-0.281, -0.092, -0.521], [-0.949, 0.460, -0.714], [0.077, 3.068, 3.976], [1.816, 2.137, -3.686], [-1.537, -3.907, -2.462], [3.014, 1.362, 2.913], [0.224, 1.163, 0.240], [-1.331, -2.355, 0.751], [-0.236, -0.124, -1.349], [1.397, 0.279, 0.871], [0.957, -0.072, -0.708], [0.826, 0.502, -0.835], [1.462, 0.100, 0.095], [2.606, 2.450, 1.065], [-1.310, -1.652, 0.267], [-0.538, -1.710, -1.720], [1.940, -0.133, -0.940], [-1.869, -2.031, 1.646], [-3.644, -0.405, -1.503], [-1.077, -1.366, -0.841]]}